Record 1
16
Properties=species:S:1:pos:R:3 method="wB97M-V/def2-TZVPD" gap_ev=11.578 e_above_lowest_kcal_mol=22.33 e_lumo_ev=0.69
O -0.4385 -1.5251 1.1158
N 0.2041 2.9320 -0.3301
C 1.6870 -0.2201 -0.3276
C -0.7061 -0.2274 0.6160
C -1.3967 -0.2309 -0.7441
C 0.6497 0.4932 0.5461
C 0.4087 1.8542 0.0660
H -1.3384 0.3240 1.3296
H -1.4237 0.7733 -1.1674
H 2.6470 0.3058 -0.3008
H 1.8303 -1.2379 0.0451
H -2.4243 -0.5944 -0.6346
H 1.3643 -0.2702 -1.3736
H -1.2383 -2.0574 1.0237
H 1.0418 0.5811 1.5663
H -0.8669 -0.9003 -1.4303

Record 2
16
Properties=species:S:1:pos:R:3 method="wB97M-V/def2-TZVPD" gap_ev=11.468 e_above_lowest_kcal_mol=30.83 e_lumo_ev=0.70
O -1.6098 1.3906 -0.9010
N 2.8383 -0.5157 -0.5760
C 1.8534 0.0669 -0.7608
C -0.6967 0.3422 -0.6097
C -0.5916 0.0031 0.8724
C 0.6660 0.8565 -1.0823
C 0.2442 -1.2531 1.1340
H 0.8046 1.8477 -0.6416
H -2.4869 1.1170 -0.5984
H 0.7036 0.9356 -2.1660
H -1.6018 -0.1417 1.2804
H 1.1721 -1.3291 0.6203
H -0.3349 -2.1312 0.8649
H 0.5129 -1.2795 2.1826
H -0.1944 0.8895 1.3880
H -0.9715 -0.5499 -1.1926

Record 3
16
Properties=species:S:1:pos:R:3 method="wB97M-V/def2-TZVPD" gap_ev="7.879 / 7.872" e_above_lowest_kcal_mol=145.60 e_lumo_ev="0.55 / 0.55"
O 0.1891 0.6900 -2.3611
N -0.0424 -0.5298 -0.3559
C -2.2466 -0.2086 -1.0591
C -2.9899 0.2278 -0.0643
C -0.1422 0.2803 -1.3169
C 1.9547 -0.1573 -0.0465
C 2.0544 0.0150 1.4394
H 2.3625 -1.0792 -0.4487
H 2.2636 0.7025 -0.6348
H -0.4162 -0.3299 0.5578
H 1.6688 -0.8582 1.9697
H -2.6069 -0.6921 -1.9601
H -4.0794 0.2076 -0.0871
H 3.0940 0.1566 1.7591
H -2.5631 0.6807 0.8296
H 1.4996 0.8946 1.7789

Record 4
16
Properties=species:S:1:pos:R:3 method="wB97M-V/def2-TZVPD" gap_ev=10.753 e_above_lowest_kcal_mol=44.35 e_lumo_ev=1.00
O 0.9644 -0.3491 0.1824
N 1.5599 -1.8520 -1.4271
C 0.3666 1.4842 1.6533
C -0.7713 -1.2670 -1.3396
C -0.6483 1.5366 0.5396
C -0.0458 0.2316 0.9652
C 0.6507 -1.1793 -0.8599
H -1.6871 1.7428 0.7820
H -0.3156 1.9380 -0.4123
H -0.6560 -0.4824 1.5140
H 0.0503 1.6347 2.6804
H 1.3678 1.8312 1.4211
H -0.7889 -1.9867 -2.1579
H -1.4581 -1.6045 -0.5584
H 2.4550 -1.6734 -0.9686
H -1.1394 -0.3016 -1.6987

Record 5
16
Properties=species:S:1:pos:R:3 method="wB97M-V/def2-TZVPD" gap_ev=10.482 e_above_lowest_kcal_mol=24.43 e_lumo_ev=0.82
O 1.4458 -0.0390 2.5811
N 0.2963 -1.2554 0.9838
C -0.1016 0.9846 0.0044
C 0.7156 1.0850 -1.2914
C -0.4340 -0.4610 0.3055
C -1.7119 -0.9845 -0.2926
C 1.4271 -0.8535 1.6851
H -1.0410 1.5381 -0.1064
H 0.7562 2.1202 -1.6423
H 0.4470 1.4266 0.8391
H 1.7421 0.7379 -1.1329
H -1.6736 -2.0689 -0.4091
H -2.5392 -0.7359 0.3840
H 2.3242 -1.4373 1.4059
H 0.2795 0.4754 -2.0914
H -1.9257 -0.5082 -1.2557

Record 6
16
Properties=species:S:1:pos:R:3 method="wB97M-V/def2-TZVPD" gap_ev=10.417 e_above_lowest_kcal_mol=80.37 e_lumo_ev=0.97
O -0.5372 -2.7584 0.5830
N 1.0110 -0.9494 -1.6677
C 0.1131 -0.8232 -0.5758
C -1.2859 2.3491 0.8982
C 0.4174 0.5390 0.1648
C -0.7085 1.1028 0.8525
C 0.3813 -2.0153 0.4233
H 1.0863 -1.9392 -2.1124
H -1.1572 0.3957 1.6643
H -1.8659 2.6076 1.7246
H 1.3148 -2.0438 0.7352
H 0.9718 1.1697 -0.5892
H -0.9709 -1.0028 -0.6550
H -1.0017 3.1918 0.1581
H 0.8156 -0.3012 -2.4191
H 1.4161 0.4777 0.8152

Record 7
16
Properties=species:S:1:pos:R:3 method="wB97M-V/def2-TZVPD" gap_ev="9.511 / 8.059" e_above_lowest_kcal_mol=167.85 e_lumo_ev="0.05 / -0.37"
O -1.7419 -1.0251 0.2253
N -1.6209 1.3848 -0.0157
C 0.6316 -0.4051 -1.4483
C 0.2371 -0.2220 0.0348
C -1.1965 0.2499 0.0333
C 1.2801 0.5884 0.7915
C -0.4776 -1.4273 0.6183
H 1.3783 1.5903 0.3533
H -0.2871 -2.4318 0.1919
H -0.1587 -0.9076 -2.0185
H 0.7647 0.5892 -1.8978
H -1.3845 0.0631 2.1588
H 1.5664 -0.9614 -1.5584
H 1.0280 0.7044 1.8483
H -2.2775 2.1121 -0.0497
H 2.2586 0.0980 0.7331

Record 8
16
Properties=species:S:1:pos:R:3 method="wB97M-V/def2-TZVPD" gap_ev=8.631 e_above_lowest_kcal_mol=89.01 e_lumo_ev=0.35
O 0.2916 -0.8378 -2.0381
N -1.8482 0.0103 -1.4462
C -0.1957 -0.1324 0.1597
C 0.1124 -1.3300 1.0053
C 1.2138 0.8600 0.0754
C -0.6097 -0.3618 -1.3068
C -0.4639 1.1050 0.7235
H 0.5343 -1.0714 1.9834
H -0.5483 1.2355 1.8060
H 1.4926 0.1057 -0.7238
H -2.1355 -0.1977 -2.4025
H -0.8396 -1.8461 1.1561
H -0.9362 1.8627 0.1030
H 1.2475 1.7955 -0.4774
H 0.7868 -1.9972 0.4650
H 1.8981 0.7995 0.9175

no.,calculated total energy (Ha)
1,-325.901973
2,-325.888422
3,-325.705534
4,-325.866877
5,-325.898617
6,-325.809473
7,-325.670064
8,-325.795704